Arrangement i

Entry from the OMol25 dataset: C4H4O2 in the gas phase (ωB97M-V with the def2-TZVPD basis set).

Last column: natural (NBO) charge in e.
Geometry (Å):
C  0.877  -1.112  0.427  0.5653
C  -0.993  -0.076  -1.400  0.4736
C  0.017  -0.004  0.738  -0.5680
C  -0.284  0.899  -0.515  -0.5071
O  1.864  -1.465  0.963  -0.4728
O  -0.628  -1.211  -1.429  -0.4638
H  -1.018  -0.385  1.021  0.2522
H  0.481  0.554  1.521  0.2421
H  0.609  1.028  -0.959  0.2355
H  -0.924  1.772  -0.366  0.2430

---

Arrangement ii

Entry from the OMol25 dataset: C4H4O2 in the gas phase (ωB97M-V with the def2-TZVPD basis set).

Last column: natural (NBO) charge in e.
Geometry (Å):
C  0.067  0.580  0.044  0.5529
C  -1.516  0.266  -0.050  -0.6960
C  1.128  -0.563  0.079  -0.2050
C  2.593  -0.649  0.577  0.3947
O  0.456  1.754  0.051  -0.5163
O  2.291  -0.522  -0.672  -0.3975
H  -1.824  -0.053  -0.975  0.2282
H  -1.873  -0.381  0.801  0.2269
H  0.720  -1.555  -0.037  0.1775
H  -2.043  1.124  0.184  0.2346

---

arrangement i (0.0113 hartree below the next structure)

---

Arrangement i

Entry from the OMol25 dataset: 2 unconnected molecules or ions with the total composition C5H8ClNO (ωB97M-V with the def2-TZVPD basis set).

* SMILES: CC(Cl)=C=N.CC=O

Last column: natural (NBO) charge in e.
Geometry (Å):
C  -1.363  -2.237  1.444  -0.6132
C  -0.588  -1.635  0.335  -0.2384
Cl  0.755  -2.564  -0.343  -0.0154
C  -1.057  -0.684  -0.379  0.4000
N  -1.543  0.032  -1.249  -0.6298
H  -1.472  -3.287  1.223  0.2200
H  -2.327  -1.846  1.613  0.2272
H  -0.838  -2.119  2.330  0.2151
H  -1.720  1.076  -1.283  0.4312
C  1.816  1.844  -0.014  -0.7171
C  0.925  2.041  -1.226  0.4553
O  -0.124  2.607  -1.085  -0.5452
H  2.800  2.323  -0.237  0.2298
H  2.094  0.867  -0.062  0.2259
H  1.386  2.147  0.968  0.2361
H  1.255  1.434  -2.036  0.1186

---

Arrangement ii

Entry from the OMol25 dataset: 2 unconnected molecules or ions with the total composition C5H8ClNO (ωB97M-V with the def2-TZVPD basis set).

* SMILES: C=C(C#N)[C@H](C)O.Cl

Last column: natural (NBO) charge in e.
Geometry (Å):
C  -0.129  -0.278  -1.580  -0.3093
C  -0.681  -0.326  -0.435  -0.1760
C  -1.487  -1.376  -0.106  0.2607
N  -1.982  -2.239  0.454  -0.3093
C  -0.167  0.331  0.940  0.1084
C  0.973  -0.658  1.224  -0.6383
O  -1.120  0.523  1.900  -0.6861
H  -0.265  -1.191  -2.232  0.2047
H  0.534  0.359  -2.124  0.2200
H  0.143  1.305  0.804  0.1944
H  0.455  -1.495  1.647  0.2146
H  1.588  -0.333  2.160  0.2220
H  1.524  -0.861  0.316  0.2375
H  -1.181  -0.320  2.419  0.4855
Cl  -3.856  0.687  0.122  -0.3438
H  -2.817  0.502  1.048  0.3150

---

arrangement ii (0.0078 hartree below the next structure)

---

Arrangement i

Entry from the OMol25 dataset: 2 unconnected molecules or ions with the total composition CH6N2O2 (ωB97M-V with the def2-TZVPD basis set).

* SMILES: NC(=O)O.N

Last column: natural (NBO) charge in e.
Geometry (Å):
N  -0.181  -0.542  -0.886  -0.9110
C  1.014  -0.183  -0.120  0.8896
O  2.044  -0.857  -0.148  -0.6045
O  0.844  1.004  0.575  -0.6862
H  -1.076  -0.395  -0.426  0.4086
H  -0.137  -1.494  -1.235  0.3855
H  0.010  1.374  0.276  0.4866
N  -2.576  0.409  0.427  -1.0920
H  -3.232  -0.379  0.360  0.3743
H  -3.075  1.224  0.112  0.3743
H  -2.377  0.528  1.428  0.3747

---

Arrangement ii

Entry from the OMol25 dataset: 2 unconnected molecules or ions with the total composition CH6N2O2 (ωB97M-V with the def2-TZVPD basis set).

* SMILES: NC(N)=O.O

Last column: natural (NBO) charge in e.
Geometry (Å):
N  0.839  -2.062  0.844  -0.8377
C  0.773  -0.982  1.660  0.7693
N  -0.510  -0.547  2.006  -0.8885
O  1.757  -0.271  1.811  -0.6308
H  1.801  -2.312  0.651  0.4007
H  0.141  -2.701  0.516  0.3988
H  -1.177  -1.183  2.401  0.3827
H  -0.808  0.399  1.986  0.4055
O  -0.885  3.617  -3.950  -0.9328
H  -0.373  2.939  -3.502  0.4670
H  -1.558  3.104  -4.423  0.4659

---

arrangement i (0.0114 hartree below the next structure)

---

Arrangement i

Entry from the OMol25 dataset: C20H28N4O4 in the gas phase (ωB97M-V with the def2-TZVPD basis set).

* SMILES: C[C@@H]1ON=C(C(=O)NCC[C@H]2CCCN(C(=O)c3ccc(N)c(O)c3)C2)[C@H]1C

Last column: natural (NBO) charge in e.
Geometry (Å):
C  -1.535  -3.948  -5.166  -0.6270
C  -2.462  -2.857  -4.674  0.0766
O  -1.892  -1.563  -5.036  -0.3608
N  -1.333  -0.997  -3.912  -0.0750
C  -1.668  -1.658  -2.880  0.1011
C  -1.201  -1.259  -1.517  0.6356
O  -1.533  -1.912  -0.540  -0.6251
N  -0.414  -0.168  -1.468  -0.5972
C  0.101  0.333  -0.205  -0.2193
C  -0.937  1.139  0.569  -0.3902
C  -0.415  1.685  1.892  -0.2361
C  -1.407  2.671  2.511  -0.3920
C  -0.929  3.172  3.871  -0.4098
C  -0.600  2.008  4.802  -0.2150
N  0.351  1.098  4.167  -0.4426
C  1.711  1.262  4.280  0.6719
O  2.474  0.980  3.368  -0.6286
C  2.244  1.741  5.591  -0.1702
C  1.731  1.333  6.813  -0.1859
C  2.325  1.745  7.997  -0.2600
C  3.434  2.584  7.990  0.1185
N  4.022  3.058  9.146  -0.7975
C  3.953  2.978  6.747  0.3034
O  5.065  3.783  6.797  -0.6964
C  3.375  2.556  5.572  -0.2454
C  -0.137  0.567  2.898  -0.2201
C  -2.603  -2.800  -3.151  -0.2944
C  -4.015  -2.496  -2.655  -0.6014
H  -1.962  -4.929  -4.949  0.2134
H  -1.380  -3.865  -6.241  0.2235
H  -0.566  -3.874  -4.668  0.2147
H  -3.431  -2.904  -5.172  0.1952
H  -0.208  0.301  -2.335  0.4176
H  0.435  -0.524  0.380  0.2155
H  0.976  0.948  -0.419  0.2034
H  -1.272  1.972  -0.058  0.2014
H  -1.811  0.505  0.748  0.2134
H  0.534  2.206  1.716  0.2072
H  -1.571  3.511  1.832  0.2101
H  -2.374  2.167  2.629  0.1942
H  -0.028  3.781  3.744  0.2003
H  -1.685  3.809  4.336  0.2126
H  -0.194  2.371  5.741  0.2266
H  -1.508  1.439  5.025  0.1910
H  0.877  0.669  6.846  0.2195
H  1.927  1.412  8.948  0.2098
H  3.831  2.551  9.993  0.3821
H  4.962  3.403  9.057  0.3985
H  5.380  3.945  5.902  0.4860
H  3.805  2.836  4.616  0.2244
H  -1.066  0.022  3.099  0.1935
H  0.602  -0.136  2.525  0.2367
H  -2.234  -3.714  -2.684  0.2364
H  -4.017  -2.368  -1.573  0.2358
H  -4.395  -1.583  -3.117  0.2089
H  -4.690  -3.314  -2.909  0.2114

---

Arrangement ii

Entry from the OMol25 dataset: C20H28N4O4 in the gas phase (ωB97M-V with the def2-TZVPD basis set).

* SMILES: C[C@@H]1ON=C(C(=O)NCC[C@H]2CCCN(C(=O)c3ccc(N)c(O)c3)C2)[C@H]1C

Last column: natural (NBO) charge in e.
Geometry (Å):
C  -5.456  6.281  -0.188  -0.6270
C  -3.964  6.487  -0.039  0.0767
O  -3.339  6.341  -1.350  -0.3605
N  -2.725  5.110  -1.412  -0.0747
C  -2.702  4.577  -0.258  0.1007
C  -2.088  3.232  -0.039  0.6359
O  -2.078  2.738  1.078  -0.6251
N  -1.572  2.642  -1.133  -0.5977
C  -0.938  1.337  -1.054  -0.2193
C  0.486  1.414  -0.513  -0.3905
C  1.176  0.058  -0.429  -0.2352
C  2.662  0.215  -0.102  -0.3924
C  3.352  -1.137  0.057  -0.4096
C  2.618  -2.012  1.069  -0.2156
N  1.206  -2.133  0.710  -0.4402
C  0.741  -3.124  -0.115  0.6729
O  -0.201  -2.955  -0.873  -0.6222
C  1.397  -4.470  -0.018  -0.1223
C  1.744  -5.049  1.195  -0.2172
C  2.262  -6.336  1.217  -0.1988
C  2.488  -7.046  0.047  0.0654
N  2.998  -8.371  0.102  -0.8363
C  2.113  -6.457  -1.166  0.3439
O  2.304  -7.200  -2.298  -0.6866
C  1.565  -5.187  -1.196  -0.2812
C  0.530  -0.842  0.626  -0.2212
C  -3.274  5.434  0.832  -0.2944
C  -2.178  5.982  1.744  -0.6014
H  -5.953  6.432  0.772  0.2136
H  -5.870  6.984  -0.910  0.2237
H  -5.665  5.266  -0.531  0.2147
H  -3.733  7.501  0.288  0.1954
H  -1.626  3.142  -2.005  0.4180
H  -1.557  0.706  -0.417  0.2154
H  -0.941  0.901  -2.054  0.2033
H  1.071  2.077  -1.159  0.2019
H  0.459  1.878  0.478  0.2140
H  1.080  -0.454  -1.394  0.2061
H  3.153  0.804  -0.880  0.2108
H  2.757  0.784  0.831  0.1950
H  3.369  -1.658  -0.906  0.1997
H  4.390  -1.006  0.371  0.2135
H  3.070  -2.998  1.126  0.2268
H  2.671  -1.559  2.064  0.1926
H  1.577  -4.512  2.120  0.2211
H  2.500  -6.821  2.155  0.2249
H  2.551  -8.968  -0.580  0.3769
H  3.999  -8.413  -0.030  0.3738
H  1.956  -6.715  -3.054  0.4830
H  1.246  -4.743  -2.133  0.2247
H  0.605  -0.362  1.608  0.1950
H  -0.518  -1.029  0.411  0.2377
H  -3.999  4.869  1.421  0.2364
H  -1.665  5.167  2.252  0.2356
H  -1.447  6.550  1.166  0.2089
H  -2.608  6.645  2.496  0.2116

---

arrangement i (0.0075 hartree below the next structure)